The following is a quantum chemistry calculation of a molecular structure, C35H46ClF4N11O2S2Sn, from OMol25.

Geometry (Å):
1 Sn -0.572138 -0.944261 -1.668362
2 C -4.003579 0.832819 1.201705
3 N -4.254205 0.475889 -0.202174
4 C -5.600941 0.928849 -0.673841
5 C -4.007770 -0.905647 -0.647336
6 C -3.791037 -1.059586 -2.169619
7 N -2.599422 -0.411956 -2.569568
8 C -2.578132 0.386130 -3.705568
9 C -1.976520 1.643374 -3.763380
10 F -1.115553 1.958066 -2.754771
11 C -2.068932 2.504509 -4.824935
12 F -1.403773 3.640624 -4.745978
13 C -2.819747 2.151881 -5.967600
14 C -3.474761 0.923135 -5.914133
15 F -4.285743 0.524270 -6.890306
16 C -3.462657 0.086458 -4.833434
17 F -4.104280 -1.104011 -4.858274
18 H -4.646119 0.247621 1.961373
19 H -4.110611 1.975100 1.304892
20 H -2.997581 0.597371 1.498763
21 H -6.413140 0.213776 -0.350711
22 H -5.643239 1.125096 -1.727852
23 H -5.912728 1.879520 -0.254623
24 H -4.809127 -1.627723 -0.355678
25 H -3.111678 -1.166507 -0.081617
26 H -4.685889 -0.616667 -2.651143
27 H -3.772375 -2.103752 -2.475752
28 H -2.893929 2.869033 -6.765128
29 O 7.482231 -2.055985 -0.141353
30 N 7.262115 -0.869340 -0.246692
31 O 8.021670 -0.042682 0.209171
32 C 5.915684 -0.399453 -0.722675
33 C 5.850386 0.670447 -1.562855
34 C 4.606181 1.092946 -2.066885
35 C 4.505839 2.172815 -2.954882
36 C 3.252288 2.720388 -3.221787
37 C 2.168154 2.010634 -2.786234
38 N 2.182851 0.896310 -2.037023
39 C 3.431420 0.484016 -1.648195
40 C 3.489444 -0.686112 -0.819848
41 N 2.338109 -1.283615 -0.469649
42 C 2.328791 -2.497355 0.065200
43 C 3.536865 -3.099391 0.417126
44 C 4.721116 -2.381439 0.288535
45 C 4.752795 -1.137076 -0.348613
46 H 6.770922 1.168301 -1.807096
47 H 5.474582 2.674296 -3.260868
48 H 3.266150 3.683855 -3.655905
49 H 1.135606 2.426305 -2.935893
50 H 1.404019 -3.010111 0.275847
51 H 3.527471 -4.116865 0.736121
52 H 5.633445 -2.822380 0.703445
53 Cl -1.223192 -3.431540 -1.841734
54 N 1.724748 2.934314 0.491429
55 C 1.507283 4.255841 0.494548
56 C 2.720715 4.905210 0.573110
57 C 3.631305 3.854709 0.656742
58 N 3.037364 2.649588 0.501454
59 H 1.060942 2.144834 0.405311
60 H 0.424736 4.479811 0.518537
61 H 2.908970 5.939340 0.773677
62 H 4.685635 3.823765 0.698748
63 C -0.098171 -3.406230 4.487810
64 C -0.881290 -4.260341 3.518907
65 C -2.300210 -3.733492 3.215461
66 C -2.424045 -2.377396 2.504469
67 N -2.211615 -1.203880 3.379701
68 C -1.224032 -0.304877 3.210806
69 S -0.003835 -0.481542 2.079012
70 N -1.322624 0.792157 3.964209
71 C -0.381589 1.941761 3.984691
72 C 0.079292 2.304377 5.350885
73 C 0.950304 1.264143 6.064128
74 C 2.134454 0.792934 5.225244
75 H 0.928540 -3.661016 4.517186
76 H -0.462601 -3.568631 5.505374
77 H -0.293660 -2.380228 4.281827
78 H -0.953191 -5.229058 3.949169
79 H -0.247778 -4.382795 2.656994
80 H -2.924107 -3.762874 4.098661
81 H -2.864444 -4.404787 2.590754
82 H -3.385986 -2.203553 2.045721
83 H -1.658753 -2.355503 1.641649
84 H -3.054431 -0.954727 3.843430
85 H -2.109847 0.872192 4.557948
86 H -0.879722 2.750208 3.509548
87 H 0.485302 1.649992 3.387749
88 H -0.801111 2.525252 6.038251
89 H 0.582218 3.268803 5.293655
90 H 0.270484 0.409220 6.243543
91 H 1.394821 1.740083 6.992515
92 H 1.927957 0.167286 4.382650
93 H 2.815922 0.363445 5.939874
94 H 2.585614 1.707114 4.746658
95 N -0.382081 -1.540433 -6.478200
96 C -0.430300 -1.918797 -5.175043
97 N -1.442369 -2.693731 -4.789898
98 S 0.684328 -1.263685 -4.108845
99 H -0.928824 -2.019531 -7.173271
100 H 0.115702 -0.679525 -6.664261
101 H -2.169127 -3.013517 -5.441259
102 H -1.540224 -2.926610 -3.773466

Atomic forces in eV per Å
Sn -0.6 0.2 -0.1
C -1.1 0.2 0.0
N -1.5 0.7 -0.8
C 0.1 -0.6 1.4
C 0.2 0.1 0.7
C -1.1 0.2 0.4
N 2.6 1.4 -1.1
C -3.1 -1.2 0.0
C 1.1 -0.7 0.5
F -0.3 0.1 0.0
C -0.9 -1.4 -1.1
F 0.3 0.9 -0.2
C 0.6 0.3 1.3
C -0.5 0.3 0.2
F -0.3 0.1 -1.1
C 2.3 0.4 1.9
F 0.1 0.4 -0.3
H 0.3 1.0 -0.9
H -0.1 -1.8 0.0
H 0.7 -0.1 -0.3
H 0.6 0.3 -0.5
H 0.2 -0.5 -0.7
H 0.4 0.2 0.5
H 0.2 0.4 0.1
H 0.2 -0.5 -0.2
H 0.4 -0.2 0.1
H -0.3 -0.4 0.4
H -0.2 -0.2 -0.3
O -0.3 -0.5 -0.9
N -0.5 0.2 1.5
O 0.1 0.9 -0.6
C 0.6 0.3 -0.6
C 0.9 -1.3 1.1
C -0.2 0.6 -0.7
C 0.7 1.2 0.3
C 2.9 -0.9 0.2
C -3.0 -0.4 1.2
N 1.6 1.0 -0.7
C -2.0 -0.2 -0.4
C 0.4 -0.3 1.2
N -0.7 -0.6 -0.6
C 1.3 1.0 -0.1
C 0.5 0.8 -0.4
C 0.1 -1.2 0.9
C -1.0 -0.7 -0.5
H 0.2 0.2 -0.2
H -1.4 -0.5 0.2
H -0.7 0.7 -0.7
H 1.1 -0.5 -0.1
H -0.4 0.2 -0.2
H 0.2 -0.4 0.5
H -0.4 0.2 -0.4
Cl 0.0 0.1 0.5
N 0.8 -1.0 -0.6
C -2.3 -0.2 0.3
C -0.5 -0.2 0.8
C -0.7 -1.9 -1.1
N 0.3 0.9 0.9
H 0.6 0.9 0.0
H 1.0 0.7 -0.1
H -0.1 0.3 -0.3
H 0.9 0.4 0.1
C -1.4 -0.2 1.0
C -0.3 0.7 0.0
C 0.0 0.2 -0.4
C 1.9 0.2 -0.7
N 0.4 -1.3 -0.9
C -0.1 0.3 -0.5
S 0.4 -0.2 -0.3
N 1.1 0.9 0.2
C 0.0 -1.7 -0.4
C -1.0 0.7 2.1
C -0.2 0.3 -0.3
C 0.3 2.0 0.0
H 1.1 0.0 -0.2
H -0.1 0.0 0.1
H 0.6 0.8 -0.2
H -0.3 -1.1 0.3
H -0.2 0.1 -0.9
H 0.1 0.3 0.7
H 0.2 -0.7 -0.6
H -0.5 -0.4 -0.1
H -1.1 0.2 1.4
H -0.3 0.5 0.6
H -0.7 0.1 0.6
H -0.3 0.9 -0.5
H -0.3 0.1 -0.1
H 0.7 -0.2 -0.8
H 0.3 0.0 -0.2
H 0.5 0.3 0.6
H -1.0 -0.8 -0.8
H -0.4 -0.8 -0.2
H 0.7 -0.4 -0.3
H 0.0 -0.7 0.6
N 0.4 -0.1 0.6
C -1.8 0.1 -0.6
N -0.1 -0.4 0.0
S 0.6 0.5 0.6
H 0.0 0.3 -0.1
H -0.1 -0.5 -0.3
H 0.6 0.5 0.5
H 0.2 -0.1 -1.0

Its gap between HOMO and LUMO (spin up / spin down) is 0.256 / 0.256 hartree. For the relative energy (zero: lowest compared OMol25 entry of this formula, charge and spin), the calculation gives 112.4 kJ/mol. The largest force on an atom is 3.3 eV Å⁻¹. Its total energy is -3984.33546 hartree.